Entry 1:
Below is a structure of composition C30H47BF3IrN8S3, with properties calculated with ωB97M-V with the def2-TZVPD basis set.

The total energy comes out at -87945.85954 eV. Its HOMO energy (alpha / beta) is -16.845 / -16.903 eV. The frontier orbital gap (alpha / beta) comes out at 7.4715 / 5.5689 eV. Its total charge is +3. The multiplicity is 2.

Each line ends with the Löwdin charge.
Atoms and positions in Å:
H: 2.348 3.524 -2.854  0.14
H: 1.794 0.336 5.630  0.09
H: -2.575 -4.506 -3.778  0.10
F: -5.606 -1.670 -0.248  0.06
Ir: -3.806 0.519 -0.286  0.78
H: -3.080 -2.865 -4.195  0.10
C: 2.381 -4.208 -2.371  -0.01
C: -0.346 3.750 -3.379  -0.01
H: 0.985 1.883 5.293  0.10
H: 5.516 0.676 -0.578  0.11
C: -2.294 -1.714 4.059  -0.03
S: -3.335 -0.745 -2.202  0.79
C: 0.711 0.394 2.979  -0.16
H: 4.123 3.989 -1.572  0.09
F: -6.638 0.215 -0.451  0.07
H: 2.652 -3.272 -2.863  0.10
C: -2.866 -3.543 -3.368  -0.02
H: -3.281 -1.248 4.046  0.09
C: 2.525 -3.166 -0.091  -0.04
S: -1.981 1.408 -1.830  0.78
H: -6.183 2.306 1.020  0.13
H: -5.633 4.008 -0.755  0.14
C: 4.466 1.588 -2.886  -0.02
H: 1.535 3.090 3.070  0.10
C: 4.427 0.685 -0.552  -0.04
H: 0.029 -0.510 4.824  0.14
H: -4.481 2.350 -2.195  0.09
H: 4.174 2.388 -3.568  0.09
F: -5.876 -0.386 1.470  0.06
C: -0.281 1.799 -1.767  -0.46
C: 1.749 2.787 -2.334  0.12
H: 0.659 -5.923 -1.089  0.09
H: 1.797 -4.812 -3.067  0.09
C: 3.103 -0.008 3.291  -0.02
S: -2.992 -1.233 1.103  0.83
N: 0.211 -1.988 -0.842  0.23
H: 3.183 -0.245 2.230  0.07
H: -0.506 -4.685 -2.637  0.15
B: -0.500 -0.078 -0.322  -0.48
H: 3.989 3.351 0.077  0.09
H: 4.115 0.845 0.478  0.07
H: 5.480 3.151 -0.842  0.11
N: -0.906 -1.308 -1.109  0.00
C: 2.286 2.332 2.838  -0.04
H: 2.134 -5.842 -0.141  0.11
H: -1.040 4.361 -2.799  0.10
C: 2.410 1.815 -1.537  -0.15
H: -5.232 3.621 1.718  0.14
C: -0.185 -0.375 3.773  0.12
C: 1.850 1.261 5.053  -0.04
C: 0.387 2.794 -2.496  -0.20
H: 2.028 -2.990 0.865  0.09
H: 3.250 2.705 3.184  0.10
N: 0.399 0.943 -1.006  0.02
H: -1.957 -1.797 5.089  0.10
H: 4.073 -0.295 -0.874  0.07
N: -4.182 1.790 1.359  -0.08
H: -2.416 -2.718 3.649  0.10
H: 3.430 -3.740 0.103  0.11
H: -3.790 -3.675 -2.801  0.11
H: -3.328 2.261 1.649  0.12
H: 3.299 -4.755 -2.160  0.11
C: 1.978 1.010 3.548  -0.54
C: -5.583 -0.389 0.152  -0.75
C: -1.553 -0.691 1.867  -0.51
H: 4.132 0.636 -3.303  0.10
C: -1.318 -0.925 3.246  -0.22
C: -5.216 2.807 0.995  -0.17
H: 0.648 -5.141 0.501  0.10
N: -4.869 2.084 -1.292  -0.10
H: 2.932 -0.936 3.842  0.10
C: -1.902 -1.721 -1.888  -0.50
H: 2.737 1.790 5.399  0.10
C: 1.231 -5.293 -0.409  -0.01
C: 3.923 1.799 -1.463  -0.54
H: -4.505 1.239 2.153  0.10
H: 0.349 4.413 -3.888  0.10
C: -4.901 3.281 -0.404  -0.18
H: 5.555 1.574 -2.852  0.11
C: -0.639 -3.700 -2.207  0.13
H: -0.926 3.213 -4.132  0.10
N: 0.500 0.539 1.699  0.20
C: 4.393 3.158 -0.918  -0.01
N: -0.591 -0.053 1.153  0.04
N: 1.724 0.902 -0.872  0.22
H: -5.820 1.762 -1.466  0.11
H: 2.815 -2.201 -0.509  0.06
H: -3.912 3.743 -0.441  0.12
H: 2.335 2.204 1.757  0.05
C: 0.375 -3.186 -1.366  -0.14
C: -1.784 -2.996 -2.491  -0.19
H: 4.053 0.406 3.629  0.11
C: 1.635 -3.954 -1.050  -0.54

Atomic forces in eV per Å
H 0.00 0.01 0.00
H 0.00 0.00 0.01
H 0.00 0.00 0.00
F 0.04 0.04 0.01
Ir -0.47 -0.51 0.14
H 0.00 0.00 -0.01
C 0.01 0.00 0.01
C -0.01 0.02 0.02
H -0.01 0.00 0.00
H 0.00 0.01 0.01
C 0.00 -0.01 0.00
S 0.00 -0.15 0.00
C -0.03 0.03 -0.10
H 0.00 0.01 0.00
F 0.03 -0.04 -0.03
H 0.01 0.01 0.00
C -0.01 0.01 0.01
H 0.00 0.00 0.00
C 0.00 0.00 0.00
S 0.09 0.97 0.09
H -0.02 0.04 0.04
H -0.02 -0.01 0.01
C -0.01 0.00 -0.01
H -0.02 0.00 -0.02
C 0.00 -0.02 -0.02
H -0.01 0.02 0.01
H 0.00 -0.01 0.00
H 0.00 0.00 -0.01
F 0.05 0.05 0.00
C 0.08 -0.46 0.09
C -0.02 -0.03 -0.01
H -0.01 0.00 0.00
H 0.00 0.00 -0.01
C 0.00 0.00 0.02
S 0.02 0.22 0.24
N -0.01 -0.10 -0.04
H 0.01 0.00 -0.04
H 0.00 0.00 -0.01
B -0.34 0.26 -0.18
H 0.00 0.00 0.01
H -0.03 -0.01 0.05
H 0.00 0.00 0.00
N 0.20 0.00 0.03
C 0.05 -0.03 -0.02
H 0.00 -0.01 -0.01
H 0.00 0.00 0.00
C -0.09 -0.07 0.03
H 0.03 0.04 -0.04
C 0.01 -0.09 0.02
C 0.00 0.03 0.00
C 0.07 0.04 -0.06
H 0.00 0.00 0.01
H -0.01 0.01 0.01
N 0.17 -0.16 0.02
H 0.00 0.00 0.00
H 0.01 0.00 -0.01
N 0.11 -0.01 -0.10
H 0.00 -0.01 0.01
H 0.00 0.00 0.00
H 0.00 0.00 0.00
H -0.02 0.02 0.06
H 0.00 -0.01 0.00
C 0.01 0.00 -0.01
C -0.07 -0.04 -0.08
C 0.16 -0.05 -0.40
H 0.00 -0.01 0.00
C 0.01 -0.06 0.08
C -0.02 -0.14 -0.05
H 0.00 0.00 0.01
N 0.09 -0.06 -0.02
H -0.01 -0.01 -0.01
C 0.06 -0.02 0.12
H 0.00 0.00 0.00
C 0.01 0.00 -0.01
C -0.01 0.03 0.02
H 0.01 0.00 -0.01
H 0.00 0.00 0.00
C 0.01 0.04 0.03
H 0.00 0.00 0.00
C 0.01 -0.03 -0.01
H 0.00 0.00 -0.01
N 0.04 0.10 0.07
C 0.02 -0.01 0.00
N -0.19 -0.01 0.11
N 0.05 0.06 -0.10
H 0.00 0.02 -0.01
H -0.01 0.00 0.00
H -0.01 0.03 -0.01
H 0.03 -0.01 -0.01
C -0.05 0.04 0.01
C 0.01 0.02 0.01
H 0.00 -0.01 0.01
C 0.00 -0.01 0.01



Entry 2:
Below is a structure of composition C30H47Cl2GaN4O8Si, with properties calculated with ωB97M-V with the def2-TZVPD basis set.

The total energy comes out at -139515.21362 eV. Its HOMO energy is -8.736 eV. The frontier orbital gap comes out at 8.1167 eV.

Each line ends with the Löwdin charge.
Atoms and positions in Å:
C: -1.560 1.244 -11.510  -0.08
H: -1.675 2.741 -7.247  0.14
O: 0.045 1.624 -7.554  -0.18
H: -0.680 -3.084 -2.771  0.10
C: -0.445 1.600 5.314  0.02
C: -1.535 -2.852 -3.410  -0.01
C: 0.762 -4.024 2.608  -0.02
H: 0.353 6.533 -9.479  0.09
H: -2.595 0.183 -6.547  0.03
H: 2.207 -0.631 -6.926  0.03
N: -1.217 2.373 7.535  -0.32
N: 0.245 -2.745 3.070  -0.16
C: 3.379 1.042 -2.711  -0.03
H: 1.216 -0.991 -8.350  0.03
C: -0.911 1.475 -10.292  -0.04
C: 1.082 5.722 -9.332  -0.10
C: -2.811 1.810 -11.761  -0.09
H: -1.997 -0.537 -8.050  0.04
C: 2.874 0.062 -0.535  -0.37
H: 0.080 1.064 -10.086  0.12
O: -1.423 0.263 1.380  -0.14
Ga: 0.103 0.088 -0.009  -0.15
H: 4.343 1.377 -3.115  0.09
C: -1.874 -1.037 -1.798  -0.23
C: -0.143 3.962 -8.037  -0.23
C: 0.168 0.725 -4.860  -0.17
C: -1.487 1.996 6.179  -0.16
H: -2.516 -0.196 -1.488  0.14
Cl: 1.395 1.512 1.303  0.30
H: -0.999 -3.356 4.671  0.10
H: -4.108 1.698 4.046  0.12
H: 0.752 5.424 -6.741  0.07
H: -4.407 3.052 -10.970  0.10
H: -3.257 3.384 -8.762  0.12
C: -3.647 -1.548 -3.386  -0.02
H: 2.610 1.761 -3.030  0.08
H: -4.137 -0.760 -2.805  0.10
H: 1.717 5.705 -10.224  0.07
H: -0.994 5.248 -6.518  0.09
C: -2.052 1.283 3.477  -0.08
N: -2.317 -1.766 -2.821  -0.15
H: -0.296 -0.812 2.746  0.11
H: 1.161 1.180 -4.737  0.02
H: -4.231 -2.479 -3.333  0.10
H: -3.306 1.635 -12.715  0.10
H: 1.473 -4.391 3.357  0.09
C: -2.808 2.791 -9.560  -0.04
C: -2.807 2.053 5.688  0.01
O: -3.581 0.904 1.710  0.04
H: 3.604 3.070 -0.908  0.11
O: -0.770 -1.272 -1.214  -0.06
H: 0.670 -2.919 5.128  0.10
H: 0.098 -0.117 -4.160  0.02
H: -3.584 2.385 6.376  0.12
H: 0.577 1.559 5.695  0.12
C: 1.207 -0.943 -7.254  -0.15
C: -3.076 1.675 4.373  0.00
Cl: -0.287 1.717 -1.512  0.23
H: -1.069 0.618 -12.257  0.10
C: 4.114 2.140 -0.612  -0.06
H: 1.709 5.981 -8.468  0.07
H: -0.502 -1.637 4.681  0.09
H: 4.024 2.002 0.468  0.06
H: -1.926 -1.467 -6.536  0.02
H: -2.191 -3.724 -3.526  0.10
H: -0.055 -4.753 2.536  0.10
H: 5.168 2.208 -0.914  0.09
C: -2.400 0.795 2.067  -0.52
N: 3.493 0.996 -1.262  -0.17
O: 1.895 -0.639 -0.944  -0.09
H: 0.101 1.211 3.282  0.02
H: 3.139 0.046 -3.098  0.10
H: 1.029 -1.958 -6.874  0.03
H: 0.393 3.763 -10.072  0.11
H: 1.240 -3.895 1.636  0.09
O: 0.434 -1.670 1.040  -0.02
C: -0.064 4.691 -6.728  -0.04
C: -1.539 2.252 -9.317  -0.19
C: 0.129 -1.695 2.261  -0.23
H: 0.093 3.986 -5.897  0.08
Si: -0.106 0.239 -6.639  0.40
C: -1.813 -0.462 -6.968  -0.15
C: -0.734 1.343 3.975  -0.05
H: -3.586 -1.242 -4.442  0.08
H: -0.569 1.471 -4.537  0.02
C: -0.872 2.622 -7.993  -0.30
H: -1.188 -2.567 -4.416  0.08
C: -0.172 -2.660 4.471  -0.02
C: -3.436 2.596 -10.785  -0.08
C: 0.422 4.393 -9.181  -0.09
H: 3.249 -0.058 0.493  0.12
O: -0.041 2.323 7.968  0.05
O: -2.173 2.747 8.258  0.05

Atomic forces in eV per Å
C 0.05 0.05 0.18
H 0.03 -0.13 -0.06
O 0.19 0.02 -0.14
H -0.21 0.06 -0.14
C -0.46 0.63 0.54
C -0.06 0.04 -0.07
C -0.11 -0.07 0.18
H 0.13 -0.23 0.10
H 0.10 -0.11 -0.05
H -0.18 -0.05 -0.06
N 0.48 0.83 3.19
N 0.11 0.05 -0.32
C -0.36 0.24 -0.16
H -0.06 0.01 0.22
C -0.29 0.11 0.13
C 0.48 0.26 -0.30
C 0.03 0.03 0.14
H 0.09 0.01 0.25
C -0.86 -0.14 -0.34
H -0.30 0.08 -0.09
O -0.51 0.43 -0.02
Ga -0.27 0.03 0.63
H -0.14 -0.14 0.09
C 1.01 -0.26 0.33
C 0.36 -0.24 -1.03
C -0.06 -0.12 0.06
C -0.28 -0.62 -2.02
H 0.17 -0.33 -0.01
Cl -0.16 -0.17 0.19
H 0.18 0.17 -0.10
H 0.12 -0.10 -0.20
H -0.21 -0.22 0.17
H 0.19 -0.17 -0.03
H -0.09 -0.07 -0.31
C 0.04 0.18 0.00
H 0.11 -0.26 0.12
H -0.04 -0.21 -0.22
H 0.00 0.15 0.19
H 0.22 -0.20 -0.05
C 0.17 0.38 1.22
N 0.12 0.06 0.23
H 0.22 -0.18 -0.17
H -0.24 -0.13 -0.07
H 0.15 0.31 0.09
H 0.11 0.04 0.18
H 0.01 0.01 -0.26
C 0.40 -0.13 -0.10
C 0.65 -0.01 0.36
O 1.57 -0.28 0.25
H -0.02 -0.38 0.14
O -1.52 0.29 -0.88
H -0.19 0.11 -0.17
H 0.06 0.13 -0.05
H 0.13 -0.14 -0.36
H -0.34 0.12 -0.20
C 0.12 -0.04 -0.01
C 0.25 -0.13 -0.10
Cl -0.11 -0.17 0.06
H -0.20 0.21 0.13
C 0.55 -0.25 0.07
H -0.15 0.00 -0.24
H 0.07 -0.24 0.02
H 0.10 0.22 -0.21
H -0.04 0.17 -0.08
H 0.23 0.11 0.14
H 0.16 0.11 -0.08
H -0.19 0.05 0.15
C -0.80 0.26 -0.86
N -0.20 -0.55 -0.05
O 1.30 0.84 0.15
H -0.35 -0.19 0.29
H -0.02 0.29 0.13
H 0.05 0.17 -0.04
H -0.25 0.17 0.25
H -0.07 -0.04 0.17
O -0.09 -0.04 1.22
C -0.05 0.25 0.08
C 0.02 0.14 0.17
C -0.02 0.13 -0.06
H -0.01 0.19 -0.24
Si -0.14 0.55 -0.42
C -0.13 -0.14 0.07
C -0.01 -0.34 -0.31
H 0.09 -0.06 0.33
H 0.10 -0.12 -0.03
C 0.09 -0.31 0.06
H -0.05 0.01 0.34
C 0.00 0.06 -0.16
C 0.17 -0.14 0.07
C -0.60 -0.27 0.93
H -0.11 0.14 -0.37
O -2.13 -0.05 -1.17
O 1.72 -0.77 -1.63



Values for max |F|, eV Å⁻¹, ordered as above
1.0; 3.3